1.
The following is a quantum chemistry calculation of a structure of composition C8H6HgN2O3 at a distorted geometry, from the OMol25 dataset.

XYZ file:
```
20
Properties=species:S:1:pos:R:3
O -3.6678 -0.7187 1.9303
C -2.9649 -0.7653 1.1021
Hg -1.7099 -0.8352 -0.3415
C -2.4791 0.0267 -1.8548
C -1.3854 -2.6609 -0.7728
O -2.9059 0.5288 -2.7238
O -1.1838 -3.7039 -1.0198
N 1.0181 -0.3231 -1.8529
C 1.0679 0.2047 -0.5808
C 2.2235 0.8661 -0.1081
C 2.2545 1.3893 1.1718
C 1.1440 1.2646 1.9985
C 0.0215 0.6187 1.5303
N 0.0262 0.1196 0.2739
H 0.1861 -0.8074 -2.2111
H 1.8228 -0.2480 -2.4910
H 3.0878 0.9588 -0.7626
H 3.1476 1.8995 1.5347
H 1.1574 1.6734 3.0096
H -0.8605 0.5123 2.1680
```

## Properties
* gap between HOMO and LUMO: 7.709 eV
* net charge: +2
* energy relative to the best compared isomer or geometry (same formula, charge and spin): 1.112 eV
* HOMO energy: -16.18 eV
* 2S+1: 1

2.
The following is a quantum chemistry calculation of the molecule C21H23N3O3S at a distorted geometry, from the OMol25 dataset.

XYZ file:
```
51
Properties=species:S:1:pos:R:3
C -1.5110 2.3603 -0.3305
O -0.3928 2.0649 0.5112
C 0.8602 1.8325 0.0171
C 1.0574 1.6100 -1.3346
C 2.2945 1.1283 -1.8971
C 3.2329 0.9862 -0.7845
C 4.6162 0.5550 -1.4225
C 4.5230 -1.0077 -1.4295
N 4.3936 -1.5766 -0.3556
C 2.9968 -1.6937 0.3075
N 1.9063 -1.5958 -0.5845
C 0.7074 -1.6043 0.4287
C -0.3834 -1.4355 -0.3617
C -0.5264 -1.2150 -1.7891
C -1.7135 -1.1010 -2.2772
C -2.9848 -0.9492 -1.4912
C -2.8076 -0.8738 -0.2492
N -4.0000 -0.9519 0.6103
C -5.1918 -0.2962 0.3143
C -6.1510 -0.4391 1.7515
O -5.5726 -0.2087 -1.0118
C -1.6183 -1.4982 0.3965
C 1.0552 -1.8754 1.6409
S 2.6895 -2.0596 2.0773
C 2.9107 1.0668 0.6802
C 1.7053 1.5258 0.8540
O 1.5726 1.5830 2.2432
C 0.4083 1.4044 2.9567
H -1.2761 3.3144 -1.1423
H -2.5720 2.6673 0.2307
H -1.7596 1.5478 -1.0994
H 0.3634 1.6690 -2.0028
H 2.5401 1.1076 -2.7610
H 5.3241 0.7667 -0.4270
H 4.9421 0.8762 -2.1872
H 3.6496 -1.1269 -2.2792
H 5.6651 -1.3831 -1.9253
H 4.9628 -1.7793 0.4391
H 0.3378 -1.4544 -2.4382
H -1.7671 -0.9236 -3.4025
H -3.8680 -0.8237 -2.1015
H -3.9271 -0.9892 1.8247
H -7.1579 -0.1002 1.1865
H -6.3315 -1.3178 2.0337
H -5.6892 0.1663 2.3847
H -1.6903 -1.4468 1.5051
H 0.3655 -1.9871 2.1406
H 3.7833 1.1168 1.2983
H -0.2619 0.8093 2.5853
H 0.4855 1.3717 3.9175
H -0.1954 2.1836 2.7496
```

## Properties
* structure (SMILES): COc1ccc(CCNc2nc(-c3cccc(NC(C)=O)c3)cs2)cc1OC
* gap between HOMO and LUMO: 7.614 eV
* energy relative to the best compared isomer or geometry (same formula, charge and spin): 21.182 eV
* HOMO energy: -7.57 eV
* 2S+1: 1

3.
The following is a quantum chemistry calculation of a structure of composition C32H28AlBF5I2O11 at a distorted geometry, from the OMol25 dataset.

XYZ file:
```
80
Properties=species:S:1:pos:R:3
C 3.3346 -3.0722 2.1625
C 2.1284 -2.2058 2.5317
C 1.0959 -2.1321 1.4021
Al -0.5564 -1.0456 1.8228
O -0.2237 0.7253 1.4664
B 1.0630 1.0196 1.3012
O 1.6948 0.9880 0.0880
O 1.8850 1.3973 2.3780
C -2.0146 -1.6605 0.5321
I -1.4902 -3.1880 -0.9034
C -3.2293 -1.2193 0.4424
C -4.3007 -1.6931 -0.4957
I -3.7538 0.3867 1.7051
C -1.0649 -1.1400 3.8213
F -1.7155 -0.0326 4.2698
F 0.0378 -1.2285 4.6269
C -1.9307 -2.3392 4.2571
F -2.3969 -2.1485 5.4862
F -1.1648 -3.4020 4.3258
F -2.9376 -2.5663 3.4844
H 3.9277 -2.6108 1.3833
H 3.9510 -3.1549 3.0562
H 3.0277 -4.0817 1.9196
H 2.4743 -1.2295 2.8445
H 1.6543 -2.7189 3.3575
H 1.5394 -1.8359 0.4541
H 0.7238 -3.1472 1.2599
H 1.0373 0.8185 -0.6020
H 1.7802 2.3381 2.5605
H -5.1842 -1.0740 -0.3743
H -4.5721 -2.7192 -0.3009
H -3.9575 -1.5599 -1.5095
C -1.2209 4.8158 -0.4229
C -0.9421 3.5380 -0.6704
C -0.0958 3.1491 -1.8272
O 0.1556 1.9878 -2.0680
C 0.4288 4.2337 -2.6914
C 0.1517 5.5099 -2.4424
C -0.6947 5.9018 -1.2867
O -0.9472 7.0683 -1.0602
H -1.8380 5.1220 0.4122
H -1.3134 2.7271 -0.0554
H 1.0404 3.9258 -3.5283
H 0.5243 6.3150 -3.0634
C -0.0504 -0.6261 9.0334
C -0.9069 -1.4703 8.4622
C -1.7821 -2.3472 9.2816
O -2.5638 -3.1208 8.7738
C -1.6639 -2.2427 10.7598
C -0.8078 -1.3987 11.3268
C 0.0667 -0.5224 10.5071
O 0.8455 0.2480 11.0304
H 0.5959 0.0201 8.4532
H -1.0045 -1.5556 7.3864
H -2.3106 -2.8895 11.3397
H -0.7068 -1.3087 12.4013
C -0.9795 -0.5626 -5.4487
C -1.2711 -1.6141 -4.6872
C -1.1146 -3.0004 -5.1963
O -1.3800 -3.9527 -4.4977
C -0.6182 -3.1679 -6.5866
C -0.3279 -2.1153 -7.3463
C -0.4851 -0.7290 -6.8362
O -0.2166 0.2295 -7.5320
H -1.0860 0.4552 -5.0952
H -1.6297 -1.5157 -3.6694
H -0.5086 -4.1860 -6.9385
H 0.0346 -2.2150 -8.3617
C 3.9653 1.8097 -6.8333
C 3.5311 2.7419 -5.9901
C 2.3463 3.5754 -6.3094
O 1.9508 4.4268 -5.5395
C 1.6620 3.3285 -7.6019
C 2.0953 2.3960 -8.4453
C 3.2821 1.5622 -8.1278
O 3.6779 0.7124 -8.8961
H 4.8276 1.1913 -6.6196
H 4.0140 2.9359 -5.0406
H 0.7982 3.9458 -7.8134
H 1.6099 2.1998 -9.3926
```

## Properties
* gap between HOMO and LUMO: 5.555 eV
* net charge: -1
* HOMO energy: -5.75 eV
* 2S+1: 1

4.
The following is a quantum chemistry calculation of a structure of composition C32H57N14O4Ti, from the OMol25 dataset.

XYZ file:
```
108
Properties=species:S:1:pos:R:3
Ti 0.1553 -0.2307 -0.4670
C 1.1327 4.7175 1.6397
N 0.2963 4.1904 0.5627
C -0.1925 5.1704 -0.4035
C -0.2562 2.9224 0.6882
N 0.0702 1.9747 -0.2093
C 0.7476 2.6074 -1.3771
C 1.1576 1.6524 -2.4864
N 0.3923 0.3770 -2.4940
C -0.9464 0.4839 -3.1412
C -1.9839 0.9804 -2.1621
N -1.9601 0.1252 -0.9613
C -3.1195 0.0228 -0.3025
N -4.0753 0.9703 -0.3452
C -5.5028 0.6384 -0.3848
C -3.7907 2.4007 -0.3664
N -3.3647 -1.0730 0.4697
C -3.1198 -2.4159 -0.0249
C -4.2247 -1.0142 1.6475
C 1.2071 -0.6643 -3.1763
C 0.6688 -2.0333 -2.8412
N 0.2132 -2.0897 -1.4257
C -0.0281 -3.3582 -1.0053
N -0.5396 -4.2916 -1.8254
C -1.5475 -4.0374 -2.8519
C -0.0993 -5.6919 -1.7753
N 0.2905 -3.7179 0.2619
C 1.6262 -3.4622 0.8192
C -0.3924 -4.8209 0.9392
N -1.0986 2.7666 1.7275
C -1.6329 1.5114 2.2030
C -1.6183 3.9198 2.4785
H 2.0544 5.1149 1.2114
H 1.4005 3.9198 2.3318
H 0.6480 5.5219 2.1974
H -0.4599 6.0891 0.1240
H -1.0931 4.8123 -0.9032
H 0.5575 5.4220 -1.1566
H 1.6330 3.1570 -1.0569
H 0.0761 3.3409 -1.8165
H 2.2073 1.3954 -2.3937
H 1.0270 2.1414 -3.4540
H -1.2258 -0.5097 -3.4868
H -0.8778 1.1380 -4.0129
H -2.9630 0.9402 -2.6430
H -1.7847 2.0246 -1.9220
H -5.6420 -0.4223 -0.5712
H -5.9575 1.1890 -1.2083
H -6.0085 0.9201 0.5393
H -2.7534 2.5786 -0.0980
H -4.4275 2.8849 0.3757
H -4.0072 2.8462 -1.3389
H -2.4249 -2.3697 -0.8536
H -4.0537 -2.8779 -0.3591
H -2.7090 -3.0411 0.7675
H -4.3215 0.0103 1.9948
H -3.7640 -1.6079 2.4398
H -5.2191 -1.4226 1.4589
H 2.2360 -0.5554 -2.8569
H 1.1808 -0.4965 -4.2561
H 1.4575 -2.7701 -3.0016
H -0.1370 -2.2725 -3.5293
H -1.9548 -3.0347 -2.7559
H -2.3557 -4.7578 -2.7188
H -1.1393 -4.1738 -3.8543
H 0.7941 -5.7875 -1.1662
H 0.1514 -5.9974 -2.7908
H -0.8832 -6.3489 -1.3989
H 1.5518 -3.4146 1.9049
H 2.0402 -2.5413 0.4304
H 2.2959 -4.2851 0.5589
H -1.3482 -5.0381 0.4721
H -0.5590 -4.5246 1.9775
H 0.2109 -5.7297 0.9565
H -1.0336 1.1089 3.0191
H -1.7050 0.7899 1.3991
H -2.6384 1.6865 2.5830
H -1.4799 4.8396 1.9265
H -1.1412 4.0043 3.4554
H -2.6860 3.7683 2.6291
N -1.0449 -2.6460 4.4124
C -0.2360 -1.8197 3.7247
C -0.4142 -1.5594 2.3499
N 0.4275 -0.7696 1.6894
C 1.4490 -0.2139 2.3573
C 1.6013 -0.4743 3.7123
N 0.7786 -1.2562 4.3876
H -1.8806 -3.0372 4.0189
H -0.8782 -2.7681 5.3995
H -1.2314 -1.9990 1.7944
H 2.1288 0.4221 1.8140
H 2.4225 -0.0321 4.2642
O 3.3104 -1.6976 -0.9720
C 3.2046 -0.5543 -0.6365
O 1.9533 -0.0004 -0.4308
C 4.3085 0.3935 -0.3883
C 5.5948 0.0123 -0.7679
C 6.6589 0.8720 -0.5506
C 6.4046 2.0880 0.0546
C 5.1419 2.4851 0.4566
C 4.0836 1.6261 0.2262
N 7.5413 3.0215 0.2910
O 8.6424 2.6244 -0.0070
O 7.2747 4.0707 0.8366
H 5.7544 -0.9518 -1.2310
H 7.6691 0.6168 -0.8360
H 5.0175 3.4452 0.9354
H 3.0843 1.9063 0.5353
```

## Properties
* gap between HOMO and LUMO: 6.793 eV
* net charge: +3
* energy relative to the best compared isomer or geometry (same formula, charge and spin): 1.764 eV
* HOMO energy: -16.48 eV
* 2S+1: 1

5.
The following is a quantum chemistry calculation of a structure of composition C28H46BrCrNOP2 at a distorted geometry, from the OMol25 dataset.

XYZ file:
```
80
Properties=species:S:1:pos:R:3
N -5.0404 2.2455 -2.6618
C -4.8452 2.3898 -1.3578
C -3.7056 1.9097 -0.6892
C -2.6932 1.2668 -1.4294
C -2.9121 1.1274 -2.8147
C -4.1070 1.6180 -3.3745
C -1.3705 0.9952 -0.8158
Cr 0.2778 -0.3233 -0.8648
P 2.6985 -0.6842 -0.0223
C -0.1571 1.4887 -1.5565
C 0.6530 2.6018 -1.0155
C 1.5800 3.2003 -1.8778
C 2.3581 4.2652 -1.4585
C 2.2409 4.7358 -0.1364
C 1.3188 4.1426 0.7328
C 0.5105 3.0840 0.3014
Br 3.2397 6.1753 0.3799
H -1.4469 1.1036 0.2878
H -0.2136 1.4983 -2.6677
H -3.6106 2.0690 0.3742
H -2.1952 0.6358 -3.4678
H -5.6258 2.9189 -0.8088
H -4.3162 1.5113 -4.4369
H 1.6891 2.8179 -2.9081
H -0.2606 2.6597 0.9572
H 3.1059 4.7289 -2.1087
H 1.2561 4.4924 1.7762
P -1.5440 -1.9730 -0.3563
C 4.0244 0.6536 0.1937
C 5.4976 0.3531 -0.0907
H 3.9725 0.9785 1.2478
H 3.6954 1.5104 -0.4221
H 6.0511 1.2919 0.0511
H 5.9100 -0.3730 0.6183
H 5.6741 0.0058 -1.1133
C 2.3957 -0.4558 -1.8502
C 3.3910 -1.3068 -2.7159
H 2.5011 0.6147 -2.1020
H 1.3758 -0.8959 -2.1797
H 2.9742 -1.3833 -3.7333
H 4.3748 -0.8246 -2.7788
H 3.5239 -2.3345 -2.3375
C 1.9680 -0.3998 1.6799
C 2.7182 -1.1459 2.8071
H 0.9046 -0.6806 1.6322
H 1.9939 0.6760 1.8802
H 2.0042 -1.6244 3.5012
H 3.3769 -1.9396 2.4129
H 3.3412 -0.4556 3.4053
C -1.2283 -2.5677 1.3506
C -1.0206 -4.0613 1.5360
H -2.0981 -2.2363 1.9301
H -0.3803 -1.9903 1.7442
H -1.9659 -4.6011 1.6701
H -0.4694 -4.5456 0.7210
H -0.4504 -4.2304 2.4560
C -0.7260 -3.0111 -1.6813
C -0.7645 -2.3411 -3.0703
H -1.2847 -3.9553 -1.7252
H 0.3093 -3.2682 -1.4034
H -1.7840 -2.3884 -3.5043
H -0.4550 -1.2684 -3.0803
H -0.0959 -2.8734 -3.7757
C -3.2464 -2.6663 -0.5544
C -4.4768 -2.1081 0.1668
H -3.1088 -3.6856 -0.1745
H -3.4540 -2.7393 -1.6384
H -4.4633 -1.0124 0.2740
H -5.3773 -2.3432 -0.4293
H -4.6171 -2.5824 1.1569
C -1.4493 -0.3726 4.4701
C -1.0751 0.6158 3.4022
C 0.1287 1.4364 3.7820
O -1.7088 0.7519 2.3552
H -1.5604 0.1570 5.4235
H -0.6296 -1.0955 4.5796
H -2.3713 -0.8976 4.2159
H 0.8919 0.7647 4.2036
H 0.5502 2.0056 2.9443
H -0.1722 2.1445 4.5684
```

## Properties
* gap between HOMO and LUMO (spin up / spin down): 5.434 / 5.259 eV
* net charge: +2
* energy relative to the best compared isomer or geometry (same formula, charge and spin): 4.312 eV
* HOMO energy (spin up / spin down): -13.57 / -13.54 eV
* 2S+1: 5

6.
The following is a quantum chemistry calculation of a structure of composition C4H10O4P at a distorted geometry, from the OMol25 dataset.

XYZ file:
```
19
Properties=species:S:1:pos:R:3
C -2.2262 -0.8457 -1.2453
C 1.0522 0.3742 -1.3900
C -0.0700 1.8927 0.9553
C 0.0667 -1.1141 0.9375
O -3.3172 -0.7148 -0.9575
O 0.6247 -0.8492 -1.8754
O 1.1201 1.4566 1.5878
O -1.2141 -1.5768 1.1691
P -0.2171 0.3765 -0.1058
H -1.5124 -1.2972 -1.9328
H 1.0214 1.3714 -1.8291
H 2.1146 0.2493 -1.0254
H 0.2118 2.7222 0.1557
H -0.9849 2.0080 1.6222
H 0.7710 -0.9418 1.8016
H 0.7557 -1.8570 0.3422
H 1.4617 -1.3619 -2.1638
H 1.5931 2.2444 2.0698
H -1.2510 -2.1367 1.8838
```

## Properties
* gap between HOMO and LUMO: 9.029 eV
* net charge: +1
* energy relative to the best compared isomer or geometry (same formula, charge and spin): 5.259 eV
* HOMO energy: -13.27 eV
* 2S+1: 1

7.
The following is a quantum chemistry calculation of the molecule C3H8N4 at a distorted geometry, from the OMol25 dataset.

XYZ file:
```
15
Properties=species:S:1:pos:R:3
H -1.9022 1.9169 0.1454
N -1.0591 1.3858 -0.1409
C -1.4849 0.1589 -0.1625
N -2.7865 -0.2600 -0.2113
C -0.5658 -0.9671 -0.1375
N 0.7108 -0.8381 -0.1961
N 1.4087 0.2818 -0.4744
C 2.7557 0.1144 0.0621
H -3.5287 0.1621 0.5145
H -2.8742 -1.2671 0.1053
H -1.0546 -1.8845 0.0342
H 0.9313 1.1061 0.0054
H 2.7995 -0.1674 1.1755
H 3.3299 1.0342 -0.2445
H 3.3200 -0.7758 -0.4752
```

## Properties
* structure (SMILES): [H]/N=C(N)/C=N\NC
* gap between HOMO and LUMO: 9.522 eV
* energy relative to the best compared isomer or geometry (same formula, charge and spin): 2.825 eV
* HOMO energy: -8.91 eV
* 2S+1: 1

8.
The following is a quantum chemistry calculation of a structure of composition C18H34Cl2IO2P at a distorted geometry, from the OMol25 dataset.

XYZ file:
```
58
Properties=species:S:1:pos:R:3
C 0.2958 -1.2740 0.7782
C -0.1365 -0.1038 0.3961
P -0.7576 1.5969 -0.2517
I 0.2145 1.1803 -2.5507
C -1.4331 2.1503 1.4833
O -0.6763 1.9714 2.5135
O -2.7037 2.7155 1.5064
C -2.4286 0.9758 -0.8973
Cl -2.8661 1.5586 -2.6291
C -3.4101 0.1614 -0.3169
C -3.2179 -0.4676 1.1118
Cl -4.9892 -0.2093 -1.2345
H 0.7349 -2.1147 1.4304
H -1.0985 2.9422 -0.7092
H 0.5204 2.1306 0.1995
H -4.1855 -1.0918 1.3014
H -2.3874 -1.2722 1.2037
H -3.2176 0.2689 2.0014
C -1.2071 -2.2969 -2.6333
C -2.3494 -2.0536 -3.6093
C -3.3818 -3.1824 -3.6273
C -2.8510 -4.5478 -4.0762
C -2.2112 -4.5766 -5.4652
C -3.1795 -4.2176 -6.5832
H -0.6276 -3.1856 -2.9020
H -0.5235 -1.4426 -2.6338
H -1.5851 -2.4253 -1.6149
H -1.9459 -1.8861 -4.6134
H -2.8567 -1.1262 -3.3246
H -4.2159 -2.8851 -4.2738
H -3.8060 -3.2905 -2.6223
H -3.6811 -5.2653 -4.0531
H -2.1207 -4.9121 -3.3456
H -1.8274 -5.5879 -5.6486
H -1.3436 -3.9105 -5.5010
H -4.0344 -4.9002 -6.5927
H -2.6794 -4.2885 -7.5533
H -3.5546 -3.1965 -6.4792
C 5.9941 2.9328 5.6243
C 5.1275 3.8818 4.8077
C 3.6305 3.5919 4.9306
C 3.1856 2.2181 4.4193
C 3.5253 1.9225 2.9577
C 2.8501 2.8711 1.9787
H 5.8924 1.8996 5.2842
H 7.0483 3.2099 5.5303
H 5.7271 2.9757 6.6845
H 5.4387 3.8536 3.7594
H 5.3114 4.9054 5.1548
H 3.0771 4.3743 4.4002
H 3.3376 3.6798 5.9842
H 2.1013 2.1349 4.5545
H 3.6264 1.4356 5.0482
H 3.2044 0.9000 2.7283
H 4.6106 1.9431 2.8039
H 1.7621 2.8317 2.0863
H 3.0986 2.5917 0.9515
H 3.1755 3.9053 2.1279
```

## Properties
* gap between HOMO and LUMO: 5.296 eV
* net charge: -2
* HOMO energy: -0.95 eV
* 2S+1: 1